Formula: C22H25IIrN9OPS3
Source: the Open Molecules 2025 dataset
Level of theory: ωB97M-V with the def2-TZVPD basis set

Values from the calculation:
Orbital gap (spin up / spin down): 7.60 / 6.71 eV
Energy relative to the best compared isomer or geometry (same formula, charge and spin): 10.69 kcal per mole
Strongest force on any atom: 0.7 eV/Å
Lowest unoccupied orbital energy (spin up / spin down): -5.18 / -6.35 eV
⟨S²⟩: 0.76

The geometry in ORCA input format:
```
! RIJCOSX wB97M-V def2-TZVPD def2/J DEFGRID3
* xyz 2 2
Ir 0.11194 0.03578 0.00207
C 0.24572 4.67823 2.87328
N 0.59732 3.69040 1.85434
C 1.57619 3.84091 0.91491
C 1.59281 2.69897 0.17122
N 0.62230 1.86756 0.65416
C 0.03435 2.47774 1.67784
P -1.30632 1.77600 2.67534
C -0.51341 0.15415 2.96439
N 0.11290 -0.57888 2.04582
C 0.52121 -1.73159 2.66456
C 0.15500 -1.67751 3.97638
N -0.49368 -0.48967 4.15200
C -1.06610 -0.01679 5.41314
C -2.31744 1.21109 1.28209
N -1.87607 0.42812 0.30222
C -2.92482 0.19337 -0.54083
C -4.01893 0.84077 -0.04898
N -3.62493 1.47733 1.09324
C -4.47926 2.31042 1.93734
H 0.92229 5.52144 2.77596
H 0.35086 4.25150 3.86808
H -0.77496 5.02456 2.72720
H 2.16709 4.73691 0.83904
H 2.21038 2.44100 -0.67227
H 1.02870 -2.52419 2.14227
H 0.28919 -2.38198 4.77891
H -0.89759 -0.77700 6.16954
H -2.13597 0.14463 5.30556
H -0.58484 0.90716 5.72495
H -2.82777 -0.40806 -1.42510
H -5.02551 0.90650 -0.42311
H -5.45825 2.37337 1.47267
H -4.06435 3.31230 2.02028
H -4.58381 1.87067 2.92682
S 0.71760 3.35088 -3.06005
C -0.35062 2.40225 -2.22386
S -1.38807 3.40232 -1.37846
S -0.34313 0.65218 -2.24701
N 1.15252 -3.36495 -0.36012
C -0.12488 -3.02214 -0.50955
O -0.47762 -1.84100 -0.67207
C -1.16454 -4.09290 -0.48435
I -1.52202 -4.69476 1.53090
H 1.86127 -2.65122 -0.44652
H 1.43474 -4.33052 -0.30850
H -0.86171 -4.97986 -1.03329
H -2.09835 -3.69916 -0.86685
N 4.22911 -0.30835 0.64678
C 2.92921 -0.53021 0.86036
N 2.18781 -0.31045 -0.21532
C 3.10181 0.10160 -1.21537
C 2.92886 0.44365 -2.55934
C 4.05219 0.80878 -3.27085
C 5.33058 0.83045 -2.69002
C 5.52281 0.46916 -1.37560
C 4.38476 0.10386 -0.66466
H 4.96249 -0.42750 1.32685
H 2.55292 -0.85339 1.81151
H 1.95708 0.41740 -3.02332
H 3.94492 1.08250 -4.31158
H 6.18038 1.12716 -3.28908
H 6.50512 0.46482 -0.92315
*
```

Want to see where the charge sits? The Mulliken charges in e are: atom 1 (Ir): 1.566, atom 2 (C): -0.834, atom 3 (N): 0.217, atom 4 (C): -0.715, atom 5 (C): -0.711, atom 6 (N): 0.097, atom 7 (C): -0.062, atom 8 (P): -0.396, atom 9 (C): -0.243, atom 10 (N): 0.093, atom 11 (C): -0.943, atom 12 (C): -0.825, atom 13 (N): 0.197, atom 14 (C): -0.814, atom 15 (C): -0.041, atom 16 (N): 0.451, atom 17 (C): -0.533, atom 18 (C): -0.580, atom 19 (N): 0.222, atom 20 (C): -0.819, atom 21 (H): 0.338, atom 22 (H): 0.345, atom 23 (H): 0.323, atom 24 (H): 0.478, atom 25 (H): 0.694, atom 26 (H): 0.886, atom 27 (H): 0.510, atom 28 (H): 0.339, atom 29 (H): 0.328, atom 30 (H): 0.333, atom 31 (H): 0.611, atom 32 (H): 0.467, atom 33 (H): 0.333, atom 34 (H): 0.331, atom 35 (H): 0.327, atom 36 (S): -0.038, atom 37 (C): 0.327, atom 38 (S): -0.158, atom 39 (S): -0.530, atom 40 (N): -0.097, atom 41 (C): 0.595, atom 42 (O): -0.636, atom 43 (C): -1.505, atom 44 (I): 0.149, atom 45 (H): 0.130, atom 46 (H): 0.238, atom 47 (H): 0.572, atom 48 (H): 0.447, atom 49 (N): 0.059, atom 50 (C): -0.742, atom 51 (N): 0.594, atom 52 (C): -0.229, atom 53 (C): -0.423, atom 54 (C): -1.065, atom 55 (C): -0.493, atom 56 (C): -1.269, atom 57 (C): 1.150, atom 58 (H): 0.265, atom 59 (H): 0.644, atom 60 (H): 0.696, atom 61 (H): 0.466, atom 62 (H): 0.420, atom 63 (H): 0.464



Formula: C22H25N3O
Source: the Open Molecules 2025 dataset
Level of theory: ωB97M-V with the def2-TZVPD basis set

Values from the calculation:
Orbital gap: 8.54 eV
SMILES: CCCCCCCNC(=O)c1cc(-c2ccncc2)nc2ccccc12
Energy relative to the best compared isomer or geometry (same formula, charge and spin): 1.68 kcal per mole
Strongest force on any atom: 0.8 eV/Å
Lowest unoccupied orbital energy: -0.33 eV

The geometry in ORCA input format:
```
! RIJCOSX wB97M-V def2-TZVPD def2/J DEFGRID3
* xyz 0 1
C -1.57214 2.69096 7.15606
C -0.62657 3.33278 6.14836
C 0.00959 2.29580 5.22599
C 0.94908 2.93374 4.20560
C 1.57054 1.89804 3.27164
C 2.47295 2.54955 2.22615
C 3.12393 1.53084 1.28567
N 2.14532 0.75652 0.55192
C 1.52780 1.25159 -0.54708
O 1.83240 2.30272 -1.06988
C 0.45156 0.34628 -1.06963
C 0.74471 -0.94946 -1.41309
C -0.27492 -1.77865 -1.93538
C -0.00383 -3.16793 -2.33421
C -0.81421 -3.78020 -3.29052
C -0.54376 -5.08687 -3.65581
N 0.44727 -5.79806 -3.14295
C 1.20936 -5.22393 -2.22892
C 1.03303 -3.92240 -1.78819
N -1.50567 -1.35494 -2.10118
C -1.82636 -0.09561 -1.76397
C -3.16150 0.32653 -1.94128
C -3.52974 1.59981 -1.61022
C -2.58831 2.50413 -1.09190
C -1.28703 2.12672 -0.90578
C -0.87320 0.82220 -1.23767
H -2.01566 3.44627 7.80046
H -1.03807 1.97783 7.78040
H -2.37389 2.16305 6.64401
H 0.15988 3.87265 6.68058
H -1.17692 4.05959 5.54655
H 0.56502 1.57156 5.82700
H -0.77920 1.75213 4.69984
H 1.74264 3.47124 4.72974
H 0.39346 3.66343 3.61197
H 2.15034 1.18142 3.85962
H 0.76737 1.34999 2.77195
H 3.26333 3.11401 2.72375
H 1.88939 3.24882 1.62488
H 3.73140 2.06163 0.54845
H 3.75732 0.83949 1.84592
H 1.76369 -0.06181 0.99834
H 1.75509 -1.31955 -1.32565
H -1.63026 -3.22676 -3.72556
H -1.14677 -5.59592 -4.39644
H 2.00318 -5.84182 -1.82883
H 1.68017 -3.52098 -1.02349
H -3.86667 -0.38525 -2.34087
H -4.55159 1.92248 -1.74616
H -2.90161 3.50645 -0.84003
H -0.55900 2.82403 -0.52063
*
```

Want to see where the charge sits? The Mulliken charges in e are: atom 1 (C): -1.283, atom 2 (C): -0.305, atom 3 (C): -0.641, atom 4 (C): -0.759, atom 5 (C): -0.473, atom 6 (C): -0.578, atom 7 (C): -1.081, atom 8 (N): -0.092, atom 9 (C): -0.036, atom 10 (O): -0.617, atom 11 (C): 0.695, atom 12 (C): -0.452, atom 13 (C): 0.569, atom 14 (C): 0.571, atom 15 (C): -0.431, atom 16 (C): -0.342, atom 17 (N): -0.635, atom 18 (C): -0.371, atom 19 (C): -0.537, atom 20 (N): -0.594, atom 21 (C): -0.147, atom 22 (C): -0.530, atom 23 (C): -0.513, atom 24 (C): -0.723, atom 25 (C): -0.709, atom 26 (C): 0.710, atom 27 (H): 0.385, atom 28 (H): 0.322, atom 29 (H): 0.323, atom 30 (H): 0.315, atom 31 (H): 0.317, atom 32 (H): 0.329, atom 33 (H): 0.326, atom 34 (H): 0.323, atom 35 (H): 0.349, atom 36 (H): 0.269, atom 37 (H): 0.282, atom 38 (H): 0.416, atom 39 (H): 0.299, atom 40 (H): 0.348, atom 41 (H): 0.488, atom 42 (H): 0.363, atom 43 (H): 0.577, atom 44 (H): 0.421, atom 45 (H): 0.372, atom 46 (H): 0.373, atom 47 (H): 0.368, atom 48 (H): 0.475, atom 49 (H): 0.382, atom 50 (H): 0.414, atom 51 (H): 0.472



Formula: C22H25N3O2
Source: the Open Molecules 2025 dataset
Level of theory: ωB97M-V with the def2-TZVPD basis set

Values from the calculation:
Orbital gap: 8.30 eV
SMILES: CCOc1c2ccc(C(=O)N[C@H]3CCCc4ccccc43)cc2nn1CC
Energy relative to the best compared isomer or geometry (same formula, charge and spin): 37.89 kcal per mole
Strongest force on any atom: 1.1 eV/Å
Lowest unoccupied orbital energy: 0.63 eV

The geometry in ORCA input format:
```
! RIJCOSX wB97M-V def2-TZVPD def2/J DEFGRID3
* xyz 0 1
C 5.42088 3.35124 -3.19479
C 4.36468 2.47339 -2.54425
O 3.73994 1.71997 -3.56952
C 2.79647 0.82689 -3.19529
C 2.17468 0.47021 -1.99359
C 2.24369 0.84708 -0.63929
C 1.42167 0.22772 0.25774
C 0.51387 -0.78841 -0.13578
C -0.37314 -1.46393 0.85524
O -0.70023 -2.63129 0.75934
N -0.80486 -0.66787 1.86447
C -1.66701 -1.13998 2.91998
C -0.93647 -1.04979 4.27470
C -1.83220 -1.42402 5.46755
C -3.27422 -1.73476 5.04549
C -3.77310 -0.68316 4.10590
C -4.97013 -0.00924 4.28004
C -5.37249 0.94677 3.36238
C -4.57829 1.22893 2.26519
C -3.37514 0.56579 2.08826
C -2.96577 -0.38575 3.00770
C 0.44384 -1.20042 -1.44268
C 1.26335 -0.57119 -2.39108
N 1.34335 -0.80115 -3.70112
N 2.26999 0.04155 -4.15462
C 2.59928 0.08438 -5.55499
C 1.90256 1.24996 -6.24972
H 4.95843 4.01247 -3.92268
H 5.92022 3.94837 -2.43756
H 6.15590 2.73427 -3.70452
H 3.61548 3.09165 -2.03264
H 4.82428 1.79506 -1.81397
H 2.93373 1.60710 -0.30391
H 1.49524 0.49419 1.30276
H -0.54071 0.30374 1.88463
H -1.87002 -2.19248 2.68302
H -0.58251 -0.02191 4.38898
H -0.05944 -1.69709 4.23502
H -1.42329 -2.29109 5.98766
H -1.85300 -0.59586 6.17817
H -3.91265 -1.80412 5.92741
H -3.29617 -2.70284 4.53664
H -5.59247 -0.23614 5.13412
H -6.30789 1.46845 3.50200
H -4.89450 1.96793 1.54363
H -2.76555 0.78162 1.22261
H -0.23023 -1.98869 -1.73559
H 3.68391 0.18361 -5.65002
H 2.27330 -0.86643 -5.97972
H 2.14581 1.24829 -7.30844
H 0.82505 1.16204 -6.13569
H 2.22833 2.19246 -5.81681
*
```

Want to see where the charge sits? The Mulliken charges in e are: atom 1 (C): -1.502, atom 2 (C): -0.270, atom 3 (O): -0.483, atom 4 (C): -0.132, atom 5 (C): 1.838, atom 6 (C): -0.571, atom 7 (C): -1.134, atom 8 (C): 0.594, atom 9 (C): 0.387, atom 10 (O): -0.682, atom 11 (N): -0.084, atom 12 (C): -0.263, atom 13 (C): -0.752, atom 14 (C): -0.698, atom 15 (C): -1.016, atom 16 (C): 0.702, atom 17 (C): -0.876, atom 18 (C): -0.565, atom 19 (C): -0.789, atom 20 (C): -0.437, atom 21 (C): 0.421, atom 22 (C): -0.868, atom 23 (C): -0.241, atom 24 (N): -1.320, atom 25 (N): 0.911, atom 26 (C): -0.482, atom 27 (C): -1.056, atom 28 (H): 0.332, atom 29 (H): 0.433, atom 30 (H): 0.344, atom 31 (H): 0.326, atom 32 (H): 0.359, atom 33 (H): 0.396, atom 34 (H): 0.477, atom 35 (H): 0.438, atom 36 (H): 0.312, atom 37 (H): 0.375, atom 38 (H): 0.339, atom 39 (H): 0.314, atom 40 (H): 0.345, atom 41 (H): 0.406, atom 42 (H): 0.369, atom 43 (H): 0.398, atom 44 (H): 0.387, atom 45 (H): 0.400, atom 46 (H): 0.491, atom 47 (H): 0.517, atom 48 (H): 0.289, atom 49 (H): 0.350, atom 50 (H): 0.357, atom 51 (H): 0.326, atom 52 (H): 0.290



The lowest energy relative to the best compared isomer or geometry (same formula, charge and spin) belongs to which entry? C22H25N3O